No. 1
Below is an isolated molecule of C6H11NS at a distorted geometry, with properties calculated with ωB97M-V with the def2-TZVPD basis set.

Geometry as XYZ:
```
19
Properties=species:S:1:pos:R:3:forces:R:3
C -1.49990 -1.04313 -0.76066 -2.141 -2.838 -2.092
C -0.84314 0.00221 0.04152 3.972 -0.009 1.131
C -1.29414 1.48558 -0.06419 -0.954 0.339 0.326
C 0.63216 0.37115 -0.43589 -1.297 1.654 1.707
C 1.78156 -0.03311 0.31491 1.555 -1.038 -1.388
C 2.95507 -0.39486 -0.16792 0.670 -1.230 -1.916
H -2.51336 -1.01977 -0.33626 -0.255 -0.477 -0.342
H -1.66365 -0.86424 -1.88916 0.556 0.344 1.756
H -1.20491 -2.21667 -0.76364 0.048 3.011 0.674
H -1.44443 -0.99160 1.88672 2.061 1.265 -1.419
H -0.53687 0.38302 1.98008 0.367 -0.179 0.353
H -1.52716 1.74178 -1.12736 -0.928 -0.322 1.127
H -1.98698 1.84234 0.78187 0.660 -0.400 -1.723
H 0.70046 0.30636 -1.45484 0.437 -0.318 -2.655
H 1.71488 0.08987 1.32735 -0.338 -0.052 2.493
H 3.73103 -0.82417 0.46034 0.035 0.604 0.113
H 3.15572 -0.51264 -1.27501 -0.407 0.216 1.287
N -0.56181 -0.48779 1.44933 -3.687 -0.394 0.473
S 0.40547 2.16571 0.03280 -0.353 -0.174 0.097
```
Positions in Å, forces in eV/Å.

SMILES = C=C[C@@H]1SC[C@]1(C)N
charge = 0
HOMO = -0.314 Eh
HOMO-LUMO gap = 9.3843 eV
energy relative to the best compared isomer or geometry (same formula, charge and spin) = 230.5 kJ/mol
E = -688.0614 Ha

Atomic partial charges in e from the Mulliken method, atoms 1 to 5: number 1, C, carries -1.41; number 2, C, carries 0.99; number 3, C, carries -0.84; number 4, C, carries -0.51; number 5, C, carries -0.20

=====

No. 2
Below is an isolated molecule of C6H11NS at a distorted geometry, with properties calculated with ωB97M-V with the def2-TZVPD basis set.

Geometry as XYZ:
```
19
Properties=species:S:1:pos:R:3:forces:R:3
C 1.61114 2.43955 0.73505 -2.376 0.996 -1.727
C 1.41883 1.41701 -0.43938 1.583 1.233 -0.785
C 0.94502 -0.01268 -0.15112 1.076 0.616 0.594
C 0.81953 -0.85055 -1.35271 1.196 0.247 -4.325
C 1.08682 -0.68530 1.16952 3.090 -2.984 1.727
C -1.29533 -0.90914 0.63931 -1.085 0.230 -1.746
H 1.79701 3.51671 0.48334 0.187 -1.108 -0.714
H 2.43117 2.12154 1.27774 1.442 -0.638 1.544
H 0.71258 2.58175 1.32103 -0.194 -0.625 0.573
H 2.46528 1.47989 -0.89613 -1.170 -1.097 0.405
H 0.82351 1.73158 -1.31585 -0.211 0.424 0.754
H 0.06265 -0.24413 -1.96895 0.737 -1.567 0.475
H 0.54381 -1.89610 -1.23139 -0.571 0.273 0.413
H 1.75768 -0.98435 -2.12390 -1.741 0.927 2.309
H 1.37042 -1.81746 1.26482 -0.889 1.950 -0.613
H 1.48731 -0.17373 2.02137 0.521 0.496 0.225
H -1.53440 -1.68369 1.34191 0.327 -0.175 0.778
N -0.14347 -0.23616 0.79365 -2.561 0.645 -0.656
S -2.40180 -0.71076 -0.58335 0.640 0.158 0.770
```
Positions in Å, forces in eV/Å.

SMILES = CC[C@@]1(C)CN1C=S
charge = 0
HOMO = -0.306 Eh
HOMO-LUMO gap = 8.7962 eV
energy relative to the best compared isomer or geometry (same formula, charge and spin) = 222.2 kJ/mol
E = -688.0646 Ha

Atomic partial charges in e from the Mulliken method, atoms 1 to 5: number 1, C, carries -1.38; number 2, C, carries -0.50; number 3, C, carries 1.18; number 4, C, carries -1.65; number 5, C, carries -0.68

=====

No. 3
Below is a cluster of 2 separate species, C6H11NS in total at a distorted geometry, with properties calculated with ωB97M-V with the def2-TZVPD basis set.

Geometry as XYZ:
```
19
Properties=species:S:1:pos:R:3:forces:R:3
C 0.66579 -0.64751 0.90517 -0.243 -2.029 -2.302
C -3.53369 -0.38107 -0.39909 0.016 -1.957 1.035
C 1.31083 0.05643 -0.30140 2.780 1.260 1.859
C 0.06855 0.58283 0.34110 -0.913 -0.003 0.377
C 1.30936 -0.37142 -1.75253 1.281 -3.514 2.573
C -0.07608 1.82647 1.17977 1.472 -0.073 0.911
N -3.37533 0.59323 -0.94048 0.175 2.271 -1.225
S -0.14801 -2.25158 0.68814 -0.295 0.184 -0.173
H -3.56036 -1.31093 0.10370 -0.188 -0.350 0.199
H 1.27605 -0.76198 1.74576 0.628 0.876 1.337
H 2.36866 0.49174 0.11857 -2.706 -0.699 -1.266
H -0.84915 0.36629 -0.25600 0.911 0.205 0.344
H 1.83349 0.34093 -2.31208 0.666 0.751 -1.131
H 0.29635 -0.46609 -1.98930 -1.468 -0.122 -1.078
H 1.77435 -1.47114 -1.80459 -0.735 2.431 -0.293
H 0.32624 2.65062 0.58755 -0.152 0.290 0.368
H 0.47138 1.75937 2.19187 -0.649 0.108 -1.653
H -1.11467 1.98728 1.39255 -0.535 0.277 0.133
H 0.95624 -2.99348 0.50130 -0.045 0.094 -0.016
```
Positions in Å, forces in eV/Å.

SMILES = C[C@@H]1C(S)[C@H]1C.C#N
charge = 0
HOMO = -0.326 Eh
HOMO-LUMO gap = 9.5747 eV
energy relative to the best compared isomer or geometry (same formula, charge and spin) = 217.3 kJ/mol
E = -688.0665 Ha

Atomic partial charges in e from the Mulliken method, atoms 1 to 5: number 1, C, carries -0.39; number 2, C, carries 0.11; number 3, C, carries 0.34; number 4, C, carries 0.25; number 5, C, carries -1.20

=====

No. 4
Below is a cluster of 2 separate species, C6H11O in total at a distorted geometry, with properties calculated with ωB97M-V with the def2-TZVPD basis set.

Geometry as XYZ:
```
18
Properties=species:S:1:pos:R:3:forces:R:3
C -1.59134 -0.21122 -2.02958 -0.222 -0.396 1.116
O -2.88041 0.12925 -1.98274 0.062 -0.032 -0.399
C -0.83835 0.42760 -0.81188 0.259 -0.332 -0.101
C 0.62795 0.03757 -0.58650 1.974 -1.519 -2.658
C 0.92340 -0.46635 0.79737 -2.514 4.578 0.969
C 1.99180 -0.53927 1.64407 1.640 0.110 -0.434
C 2.02281 0.28934 2.85452 -1.157 0.198 1.391
H -1.37416 -1.30176 -1.84398 -0.104 -0.320 -0.286
H -1.05305 -0.00107 -2.98405 0.205 0.289 -0.027
H -1.36250 0.09726 0.08668 -0.474 0.153 -0.184
H -1.00461 1.49851 -0.91038 0.294 0.239 0.258
H 1.31512 0.86447 -0.76613 -0.057 -0.108 -0.228
H 0.99283 -0.74618 -1.27682 -0.656 -0.038 -0.593
H 0.71032 1.18408 0.96356 -0.095 -1.784 1.492
H -0.04621 -0.85872 1.15431 0.288 -0.077 0.827
H 1.08719 0.86097 3.00991 -0.174 -0.036 -0.349
H 2.21553 -0.18478 3.82177 0.455 -0.601 -0.255
H 2.76827 1.08734 2.81547 0.277 -0.324 -0.540
```
Positions in Å, forces in eV/Å.

charge = -1
HOMO = -0.088 Eh
HOMO-LUMO gap = 4.8031 eV
energy relative to the best compared isomer or geometry (same formula, charge and spin) = 629.0 kJ/mol
E = -310.1772 Ha

Atomic partial charges in e from the Mulliken method, atoms 1 to 5: number 1, C, carries -0.54; number 2, O, carries -0.87; number 3, C, carries -0.44; number 4, C, carries -0.77; number 5, C, carries -0.22

=====

What did the third record say?
Below is a cluster of 2 separate species, C6H11NS in total at a distorted geometry, with properties calculated with ωB97M-V with the def2-TZVPD basis set.

Geometry as XYZ:
```
19
Properties=species:S:1:pos:R:3:forces:R:3
C 0.66579 -0.64751 0.90517 -0.243 -2.029 -2.302
C -3.53369 -0.38107 -0.39909 0.016 -1.957 1.035
C 1.31083 0.05643 -0.30140 2.780 1.260 1.859
C 0.06855 0.58283 0.34110 -0.913 -0.003 0.377
C 1.30936 -0.37142 -1.75253 1.281 -3.514 2.573
C -0.07608 1.82647 1.17977 1.472 -0.073 0.911
N -3.37533 0.59323 -0.94048 0.175 2.271 -1.225
S -0.14801 -2.25158 0.68814 -0.295 0.184 -0.173
H -3.56036 -1.31093 0.10370 -0.188 -0.350 0.199
H 1.27605 -0.76198 1.74576 0.628 0.876 1.337
H 2.36866 0.49174 0.11857 -2.706 -0.699 -1.266
H -0.84915 0.36629 -0.25600 0.911 0.205 0.344
H 1.83349 0.34093 -2.31208 0.666 0.751 -1.131
H 0.29635 -0.46609 -1.98930 -1.468 -0.122 -1.078
H 1.77435 -1.47114 -1.80459 -0.735 2.431 -0.293
H 0.32624 2.65062 0.58755 -0.152 0.290 0.368
H 0.47138 1.75937 2.19187 -0.649 0.108 -1.653
H -1.11467 1.98728 1.39255 -0.535 0.277 0.133
H 0.95624 -2.99348 0.50130 -0.045 0.094 -0.016
```
Positions in Å, forces in eV/Å.

SMILES = C[C@@H]1C(S)[C@H]1C.C#N
charge = 0
HOMO = -0.326 Eh
HOMO-LUMO gap = 9.5747 eV
energy relative to the best compared isomer or geometry (same formula, charge and spin) = 217.3 kJ/mol
E = -688.0665 Ha

Atomic partial charges in e from the Mulliken method, atoms 1 to 5: number 1, C, carries -0.39; number 2, C, carries 0.11; number 3, C, carries 0.34; number 4, C, carries 0.25; number 5, C, carries -1.20

=====

energy relative to the best compared isomer or geometry (same formula, charge and spin) of number 2 (C6H11NS)?
222.2 kJ/mol

=====

Number 4 is which compound?
C6H11O